Molecular formula: C4H10NO3
Method: DFT, ωB97M-V with the def2-TZVPD basis set

## Properties
* HOMO energy (alpha / beta): -11.82 / -14.72 eV
* E_LUMO (alpha / beta): -3.17 / -8.13 eV
* total charge: +1
* HOMO-LUMO gap (alpha / beta): 8.6 / 6.6 eV
* <S²>: 2.008
* spin multiplicity: 3

Each line ends with the natural charge from an NBO analysis.
CARTESIAN COORDINATES (ANGSTROEM)
C: 0.4679 -2.0555 0.4159  -0.203
C: 0.2473 -1.4510 -0.7661  0.055
C: -0.9017 0.4083 0.2759  0.295
C: -0.1592 -0.1339 -0.9071  0.106
N: 0.0639 0.8415 -1.7810  -0.594
O: -1.2828 1.7687 0.0135  -0.723
O: -2.0146 -0.3764 0.7037  -0.707
O: 1.8319 0.6900 1.1863  -0.944
H: 0.8134 -3.0556 0.4335  0.210
H: 0.6010 -1.5048 1.3096  0.208
H: 0.4873 -1.9857 -1.7078  0.227
H: -0.2326 0.5880 1.1831  0.227
H: -0.3659 1.6212 -1.3496  0.438
H: 0.7382 0.8665 -2.6009  0.446
H: 2.0548 1.4573 0.7884  0.477
H: -2.2375 1.8070 -0.0153  0.500
H: -2.6439 0.1728 1.1990  0.498
H: 2.5326 0.3418 1.6191  0.483

Cartesian forces (eV/Å) of the 3 atoms listed first:
0.953 -2.531 4.231
-0.046 2.236 -6.548
-0.806 1.837 3.724

Molecular formula: C4H10NOP
Method: DFT, ωB97M-V with the def2-TZVPD basis set

## Properties
* HOMO energy: -8.37 eV
* E_LUMO: 0.70 eV
* HOMO-LUMO gap: 9.1 eV

Each line ends with the natural charge from an NBO analysis.
CARTESIAN COORDINATES (ANGSTROEM)
C: -1.1878 0.3330 1.0037  -0.125
C: -2.8974 -1.2255 0.3072  -0.426
C: 2.4862 -0.0973 0.1780  -0.125
C: 2.5301 1.0780 -0.7189  -0.574
N: -1.7774 -0.3499 0.0991  -0.520
O: 1.1912 -0.7155 -0.0143  -0.800
P: 1.2569 1.4784 -1.7275  0.393
H: -1.6369 0.3060 2.0312  0.129
H: -3.3384 -1.4018 -0.6556  0.203
H: -3.6132 -0.6038 0.9800  0.204
H: -2.6707 -2.1229 0.8048  0.212
H: 2.3881 0.1110 1.3367  0.198
H: 3.3210 -0.7016 -0.1546  0.203
H: 3.2233 1.8682 -0.5746  0.216
H: 0.4223 -0.2586 0.4132  0.478
H: -1.5316 -0.2390 -0.8845  0.404
H: 1.8343 2.5413 -2.4236  -0.071

Cartesian forces (eV/Å) of the 3 atoms listed first:
1.140 1.200 0.641
-2.442 2.491 0.872
-3.148 0.842 2.060

The energy relative to the best compared isomer or geometry (same formula, charge and spin) results, record by record, are as follows: 36.31; 121.91 kcal per mole.
The energy results, record by record, are as follows: -11930.893; -17131.682 eV.
The strongest force on any atom results, record by record, are as follows: 6.92; 3.85 eV/Å.